No. 1
14
Properties=species:S:1:pos:R:3 method="wB97M-V/def2-TZVPD" de_lowest_ev=1.567 multiplicity=1 max_force_ev_per_a=0.6 e_homo_ev=-9.9 lumo_energy_ha=0.0265 total_charge=0
C -0.47 1.09 -0.36
C 0.44 0.02 0.32
C 1.76 0.23 -0.41
O 2.51 1.14 -0.17
C -0.18 -1.38 0.15
O -1.56 -1.29 -0.11
H -0.13 2.07 -0.01
H -1.56 1.03 -0.20
H -0.35 1.02 -1.45
H 0.64 0.24 1.38
H 1.94 -0.44 -1.28
H 0.25 -1.89 -0.72
H -0.02 -2.03 1.02
H -1.94 -0.80 0.64

***

No. 2
100
Properties=species:S:1:pos:R:3 method="wB97M-V/def2-TZVPD" de_lowest_ev=0.155 multiplicity=1 max_force_ev_per_a=1.0 e_homo_ev=-8.4 lumo_energy_ha=0.0209 total_charge=0
C 0.40 -0.52 3.01
O -0.25 -0.02 4.16
C -0.37 1.39 4.21
C -1.83 1.89 3.90
C -2.20 2.95 4.95
N -1.22 4.04 5.02
C -1.90 2.55 2.53
O -1.07 1.89 1.55
C -0.94 2.60 0.40
C 0.47 2.69 -0.13
O -1.89 3.10 -0.16
O -2.76 0.85 4.10
C -3.12 0.13 2.95
H -0.24 -0.47 2.13
H 1.32 0.04 2.81
H 0.67 -1.55 3.22
H -0.12 1.70 5.22
H 0.36 1.87 3.56
H -3.22 3.28 4.75
H -2.21 2.42 5.90
H -1.55 4.80 4.43
H -1.24 4.44 5.95
H -2.93 2.64 2.18
H -1.51 3.57 2.62
H 0.52 3.63 -0.69
H 1.21 2.66 0.66
H 0.64 1.86 -0.82
H -3.63 -0.78 3.28
H -3.86 0.69 2.37
H -2.26 -0.15 2.34
C -8.60 4.35 0.79
C -7.29 4.98 1.21
O -6.61 4.20 2.19
C -5.78 3.19 1.87
C -5.76 2.65 0.46
O -5.11 2.70 2.74
H -8.45 3.38 0.31
H -9.14 4.99 0.09
H -9.23 4.18 1.67
H -6.64 5.18 0.35
H -7.48 5.94 1.69
H -6.49 1.84 0.39
H -4.77 2.25 0.27
H -5.97 3.40 -0.30
C 5.66 0.27 -0.44
C 5.70 1.48 0.46
O 4.38 1.96 0.79
C 3.66 1.47 1.82
C 4.10 0.20 2.50
O 2.64 2.04 2.12
H 5.18 -0.58 0.04
H 6.67 -0.02 -0.72
H 5.11 0.49 -1.35
H 6.27 1.30 1.37
H 6.17 2.31 -0.05
H 3.64 -0.64 2.00
H 3.76 0.24 3.53
H 5.18 0.06 2.52
C -1.86 -1.20 -0.92
C -1.27 -2.33 -1.72
O -0.72 -3.36 -0.89
C -1.48 -4.37 -0.40
C -2.98 -4.28 -0.49
O -0.92 -5.28 0.15
H -2.71 -1.53 -0.32
H -2.20 -0.40 -1.58
H -1.12 -0.79 -0.23
H -1.98 -2.75 -2.44
H -0.42 -1.97 -2.30
H -3.36 -3.80 0.41
H -3.37 -5.29 -0.54
H -3.33 -3.75 -1.37
C -3.02 -8.54 -4.43
C -4.28 -7.75 -4.16
O -4.00 -6.53 -3.46
C -3.67 -5.39 -4.08
C -3.30 -5.41 -5.54
O -3.61 -4.38 -3.42
H -2.34 -8.00 -5.09
H -3.26 -9.49 -4.90
H -2.49 -8.73 -3.50
H -4.85 -7.55 -5.07
H -4.93 -8.31 -3.49
H -2.22 -5.57 -5.62
H -3.54 -4.44 -5.97
H -3.82 -6.17 -6.12
C 10.93 2.89 -2.86
C 10.25 2.17 -1.71
O 8.94 1.72 -2.06
C 8.71 0.53 -2.67
C 9.87 -0.24 -3.25
O 7.57 0.16 -2.78
H 11.10 2.23 -3.71
H 11.90 3.29 -2.54
H 10.31 3.72 -3.20
H 10.85 1.35 -1.32
H 10.09 2.86 -0.88
H 10.00 0.06 -4.29
H 9.61 -1.30 -3.22
H 10.81 -0.12 -2.71

***

No. 3
9
Properties=species:S:1:pos:R:3 method="wB97M-V/def2-TZVPD" de_lowest_ev=6.184 multiplicity=1 max_force_ev_per_a=0.5 e_homo_ev=-9.3 lumo_energy_ha=0.0332 total_charge=0
N 1.78 0.86 -0.53
C 1.81 -0.37 -0.16
C 0.41 0.05 -0.02
C -0.96 -0.35 -0.30
N -0.51 0.17 1.03
H 0.66 1.28 -0.53
H -1.64 0.32 -0.83
H -1.18 -1.41 -0.40
H -0.39 -0.56 1.73

***

No. 4
14
Properties=species:S:1:pos:R:3 method="wB97M-V/def2-TZVPD" de_lowest_ev=0.570 multiplicity=1 max_force_ev_per_a=1.4 e_homo_ev=-9.1 lumo_energy_ha=0.0367 total_charge=0
N -0.28 0.13 0.51
C -1.20 0.32 -0.60
C -1.13 1.72 -1.21
S -2.76 2.49 -1.59
H -0.79 -0.42 1.19
H -0.03 0.93 1.10
H -2.24 0.07 -0.37
H -0.92 -0.41 -1.37
H -0.63 2.38 -0.52
H -0.63 1.70 -2.16
H -3.46 1.36 -1.48
O 4.46 -3.61 1.90
H 4.19 -3.00 2.59
H 5.42 -3.66 2.00

***

No. 5
12
Properties=species:S:1:pos:R:3 method="wB97M-V/def2-TZVPD" de_lowest_ev=1.352 multiplicity=1 max_force_ev_per_a=5.1 e_homo_ev=-8.3 lumo_energy_ha=-0.0210 total_charge=0
C -0.16 2.17 -1.13
C 0.61 1.03 -0.97
C 1.43 -0.01 -0.56
C 1.23 -0.03 0.84
O 0.44 0.97 1.29
C 0.03 1.71 0.22
H 1.95 -0.75 -1.05
H 1.69 -0.58 1.54
N -0.66 -1.74 -1.33
C -1.44 -1.36 -0.59
C -2.19 -0.87 0.47
N -2.94 -0.53 1.28

***

No. 6
23
Properties=species:S:1:pos:R:3 method="wB97M-V/def2-TZVPD" de_lowest_ev=0.000 multiplicity=1 max_force_ev_per_a=4.8 e_homo_ev=-9.7 lumo_energy_ha=-0.0982 total_charge=0
N 0.24 -1.74 3.05
C -0.38 -1.43 2.10
C -1.10 -1.07 0.93
C -0.50 -1.10 -0.30
C 0.51 -2.09 -0.54
N 1.28 -2.98 -0.71
C -1.11 -0.58 -1.53
O -0.52 -0.64 -2.61
C -2.49 -0.03 -1.35
Cl -3.30 0.48 -2.78
C -3.12 -0.02 -0.12
Cl -4.62 0.74 0.12
C -2.43 -0.48 1.13
O -2.89 -0.35 2.26
C 1.21 1.81 -0.39
C 2.54 2.20 -0.21
N 3.19 1.09 0.31
C 2.27 0.08 0.44
N 1.10 0.50 0.01
H 0.39 2.37 -0.77
H 3.01 3.15 -0.40
H 4.18 0.99 0.51
H 2.53 -0.90 0.84